(1)
26
Properties=species:S:1:pos:R:3:forces:R:3 method="wB97M-V/def2-TZVPD" orbital_gap_ev=7.15 e_above_lowest_kcal_mol=0.00 total_charge=-1 energy_ev=-26399.20581
C 1.2795 -0.0190 0.7294 0.2422 0.2331 -0.4662
N 0.1020 -0.8260 0.9498 -0.1162 0.0635 0.2886
C 0.0971 -1.8173 1.8505 -0.2013 0.1956 -0.1777
O 1.0553 -2.1756 2.5115 0.1505 -0.1180 0.1961
C 1.0744 0.9810 -0.4077 0.4204 -0.1126 0.2784
C -0.0316 1.9859 -0.0560 -0.4457 0.3445 -0.4457
S -1.3766 2.1610 -1.3023 0.0865 -0.2254 0.2105
N 2.3925 1.6050 -0.6467 -0.0876 -0.1372 -0.2249
H 1.5730 0.5549 1.6167 -0.1547 -0.1813 0.1788
H 2.1260 -0.6554 0.4826 0.0668 -0.1330 0.0309
H -0.7805 -0.6208 0.4876 0.1862 0.0004 -0.1203
H -0.9023 -2.2705 1.9386 -0.0210 -0.2076 0.0376
H 0.8309 0.4287 -1.3186 -0.2125 0.0761 0.0375
H 0.4165 2.9781 0.0581 0.1062 -0.0742 0.0440
H -0.4614 1.7526 0.9229 0.0628 -0.1280 0.0342
H 2.4558 1.8941 -1.6163 -0.0689 0.0724 0.0812
H 2.4496 2.4482 -0.0930 0.1014 0.1295 0.0522
H -1.5864 -0.0956 -1.7482 0.0995 0.3059 0.4459
H -2.7254 -1.0644 -1.5991 0.0090 -0.2238 0.1877
O -1.7800 -1.0088 -1.4248 0.0116 0.1115 -0.4770
H 1.2113 -2.5731 -1.8181 0.0864 -0.2290 -0.0838
H -0.1884 -2.0338 -1.8886 -0.3132 -0.5434 -0.3060
O 0.3615 -2.7726 -2.2262 0.1210 0.6498 0.3753
H -2.3056 0.1040 2.2625 -0.0303 0.3394 -0.4603
H -2.4783 0.8868 0.8979 0.1253 0.1184 -0.1044
O -2.8089 0.1529 1.4374 -0.2244 -0.3266 0.3871

(2)
99
Properties=species:S:1:pos:R:3:forces:R:3 method="wB97M-V/def2-TZVPD" orbital_gap_ev="4.84 / 7.17" spin_multiplicity=2 e_above_lowest_kcal_mol=0.00 s_squared=0.804 energy_ev=-118996.89701
Hg -0.0470 -0.3921 -1.4642 0.1709 0.7735 -0.1022
N -2.6610 -0.7173 2.5619 -0.0128 -0.1511 -0.0412
C -2.0152 -0.2648 1.4500 0.0189 -0.0045 0.1224
N -1.5681 -1.0082 0.5156 -0.1529 -0.0949 0.2547
C -1.7259 -2.3930 0.5968 -0.0767 -0.1569 0.0152
N -1.2656 -3.1877 -0.3298 0.0089 -0.0253 0.1556
N -0.5870 -2.6163 -1.3214 0.0708 0.1528 -0.1958
C -0.1709 -3.4171 -2.2960 0.0029 -0.0934 0.0145
C 0.5438 -2.9041 -3.3999 -0.1073 0.0336 0.0478
C 0.9968 -3.7486 -4.4442 0.0703 -0.0292 -0.1286
C 1.6904 -3.2171 -5.4987 -0.0844 -0.0108 0.1286
C 1.9359 -1.8328 -5.5328 0.0226 0.0878 -0.0313
C 1.4518 -1.0688 -4.4886 0.0256 -0.0142 -0.0590
N 0.7775 -1.5631 -3.4538 0.1252 -0.1479 -0.1434
C -2.4312 -2.9620 1.7506 -0.0075 0.0396 -0.0382
C -2.6575 -4.3295 1.9149 0.0172 0.1013 0.0087
C -3.3419 -4.8057 3.0227 0.0573 -0.0536 -0.0945
C -3.8121 -3.9237 3.9856 -0.0384 0.0302 0.0487
C -3.5936 -2.5608 3.8445 0.0039 -0.0080 0.0731
C -2.9048 -2.0880 2.7389 0.0625 0.0156 -0.1134
H -2.9585 -0.0698 3.2668 -0.0363 0.0965 0.0430
H -1.8823 0.8118 1.3818 -0.0542 -0.1213 0.0827
H -0.3995 -4.4768 -2.2516 -0.0221 -0.0001 0.0462
H 0.7818 -4.8099 -4.3892 0.0275 0.0508 -0.0020
H 2.0442 -3.8543 -6.3000 -0.0112 -0.0076 0.0146
H 2.4824 -1.3718 -6.3456 -0.0416 -0.0172 0.0502
H 1.6095 0.0080 -4.4795 -0.0065 -0.0469 0.0239
H -2.2806 -4.9949 1.1496 -0.0407 -0.0149 0.0307
H -3.5101 -5.8695 3.1346 -0.0006 0.0250 -0.0034
H -4.3538 -4.2932 4.8477 0.0304 0.0149 -0.0244
H -3.9556 -1.8679 4.5966 0.0115 0.0076 -0.0346
Cl 1.3266 5.9003 2.1145 -0.0272 0.0644 -0.0134
C 1.9583 4.3593 2.5832 0.0503 -0.1410 0.0324
C 3.3187 4.1135 2.4869 0.0878 0.0510 -0.0259
C 3.7995 2.8676 2.8461 0.0212 0.0087 0.0052
C 2.9552 1.8553 3.2942 -0.1122 -0.0714 0.0532
C 3.5471 0.5400 3.7354 0.0387 -0.0310 -0.0066
C 4.2514 -0.2214 2.5997 -0.0808 0.0626 0.0430
N 3.3112 -0.9514 1.7711 -0.0235 0.1614 0.0433
C 2.6082 -2.0798 2.1352 -0.0518 0.0018 -0.0352
C 1.7410 -2.3268 1.1112 0.0009 -0.0679 -0.0156
N 1.8919 -1.3768 0.1306 0.2075 0.1567 0.1630
C 2.8275 -0.5643 0.5617 -0.0245 -0.1553 -0.0049
O 4.4835 0.8109 4.7766 0.0592 -0.0187 -0.0778
C 4.3578 -0.0388 5.9147 -0.1156 0.1141 -0.0416
C 3.0548 0.1820 6.6272 0.0513 -0.0631 -0.0719
C 2.0851 -0.7536 6.8192 -0.1126 0.1612 0.1407
Cl 2.1218 -2.4017 6.3430 -0.0031 -0.0351 -0.0628
S 0.7073 -0.1270 7.6392 0.0980 -0.0338 -0.0744
C 1.4247 1.4304 7.7191 -0.1159 -0.0300 0.0730
C 2.6568 1.4478 7.1564 0.0987 0.1402 -0.1093
C 1.5954 2.1382 3.3802 0.1306 0.0853 -0.1037
Cl 0.4659 0.9341 3.9174 -0.1072 -0.0554 0.0101
C 1.0898 3.3830 3.0332 -0.0957 0.0347 0.0004
H 3.9876 4.8882 2.1349 -0.0436 -0.0354 0.0123
H 4.8662 2.6727 2.7990 -0.0710 0.0329 -0.0061
H 2.7430 -0.0953 4.1022 -0.0237 -0.0846 0.1188
H 4.9726 -0.9058 3.0457 -0.0147 -0.0994 -0.0338
H 4.7930 0.4712 1.9576 0.0946 -0.0152 -0.0041
H 2.7884 -2.5901 3.0684 -0.0054 0.0433 -0.0494
H 1.0231 -3.1287 1.0091 0.0688 0.0859 0.0057
H 3.2009 0.3024 0.0316 -0.0271 -0.0827 0.1170
H 5.1886 0.2372 6.5624 0.0480 -0.0419 -0.0023
H 4.4665 -1.0924 5.6405 0.0154 0.0000 -0.0317
H 0.8892 2.2431 8.1884 0.0681 -0.0597 -0.0514
H 3.2791 2.3327 7.0857 -0.0697 -0.0850 0.0266
H 0.0310 3.5880 3.1127 0.0245 -0.0321 -0.0231
C -3.8317 0.1699 -7.4297 -0.0529 0.0772 0.0405
C -4.0000 1.3945 -6.5311 0.0927 -0.1725 0.1562
C -2.6592 2.0798 -6.2818 -0.0696 0.0203 0.0048
C -4.7167 1.0419 -5.2140 0.0595 0.0350 -0.2728
N -3.9478 0.1788 -4.3299 0.0326 0.0793 -0.0979
C -3.0759 0.4995 -3.3637 -0.1096 -0.1937 -0.0343
N -2.5564 -0.6046 -2.8883 -0.1109 -0.0690 -0.1397
N -3.1192 -1.6158 -3.5920 -0.1180 0.1727 0.0118
N -3.9572 -1.1615 -4.4542 0.2621 0.2220 0.1980
H -3.3662 0.4566 -8.3746 -0.0242 -0.0138 0.0293
H -4.7953 -0.2956 -7.6480 0.0479 -0.0061 0.0012
H -3.1976 -0.5794 -6.9542 0.0014 -0.0108 -0.0050
H -4.6632 2.1057 -7.0321 -0.0393 0.0095 0.0033
H -1.9559 1.3957 -5.8013 0.0152 0.0205 0.0156
H -2.7698 2.9679 -5.6522 0.0399 -0.0481 -0.0142
H -2.2135 2.3911 -7.2278 -0.0060 0.0089 0.0365
H -5.6486 0.5246 -5.4322 -0.0525 -0.0211 0.0699
H -4.9429 1.9507 -4.6580 -0.0186 0.0154 0.0505
H -2.8618 1.5044 -3.0277 -0.0364 -0.1251 -0.0899
C 1.7637 2.7187 -0.5932 -0.0234 -0.0705 0.0095
Si 0.1326 2.0754 -1.3130 0.0747 -0.1826 -0.0552
C -0.0326 2.9470 -2.9926 -0.0646 -0.1141 -0.0019
C -1.2198 2.8012 -0.1899 -0.0296 -0.1092 -0.0242
H 1.7282 3.8103 -0.4961 0.0032 -0.0622 -0.0054
H 2.6127 2.4681 -1.2389 -0.0737 0.0004 0.0481
H 1.9546 2.2982 0.3998 -0.0103 0.0483 -0.0602
H -0.2939 4.0034 -2.8690 0.0425 -0.0424 0.0141
H -0.7943 2.4799 -3.6238 0.0392 0.0579 0.0023
H 0.9123 2.8976 -3.5436 -0.0673 -0.0277 0.0378
H -1.2888 3.8887 -0.2985 0.0400 -0.0471 0.0134
H -0.9912 2.5815 0.8597 0.0216 0.0839 -0.0928
H -2.2043 2.3709 -0.4054 0.0630 0.0674 0.0026

(3)
116
Properties=species:S:1:pos:R:3:forces:R:3 method="wB97M-V/def2-TZVPD" orbital_gap_ev="5.71 / 5.59" spin_multiplicity=3 e_above_lowest_kcal_mol=86.56 total_charge=+1 s_squared=2.054 energy_ev=-98461.50423
Pd 12.2731 14.5263 12.8153 0.3405 -0.6027 -0.5749
C 15.0152 12.5739 13.4575 0.2883 -0.1018 0.1668
Si 14.5192 13.8657 12.2452 0.0019 0.7120 -0.3152
C 14.3831 13.0632 10.5322 -1.3532 0.3240 1.2883
C 15.4348 12.9062 9.7105 0.7627 -1.3511 -2.6910
C 15.3401 12.2324 8.4526 -0.8834 1.1351 0.8005
C 14.0700 11.8463 7.9739 0.7635 0.9126 2.3246
C 12.9771 11.9896 8.8439 -0.6640 0.3503 0.0212
C 13.1490 12.5514 10.1249 -0.8900 -0.0588 -0.3924
P 11.8246 12.8032 11.3656 0.4372 -1.4877 -0.0434
C 11.5356 11.1273 12.2644 -0.2190 1.1440 -0.5342
C 11.2311 11.2936 13.7458 -0.5488 2.3236 -1.8886
C 10.7730 10.0388 14.3954 -0.6338 0.3436 0.4691
C 11.4409 8.7838 13.8203 -0.0159 0.3061 -1.3018
C 12.7876 9.1593 13.1922 0.4223 -0.3333 1.2823
C 12.6155 10.0763 11.9939 0.1723 -0.0175 -1.1624
C 10.2562 13.2103 10.5375 0.0377 0.2860 0.0641
C 9.2884 13.5607 11.6629 -0.0579 -2.1586 1.1896
C 7.9345 14.0279 11.2018 -0.2213 1.9657 0.7527
C 7.3957 13.2844 10.0252 1.0120 0.0761 -1.4419
C 8.1142 11.9788 9.8732 -0.0780 -1.5401 0.1621
C 9.5979 12.1582 9.6431 0.2641 0.7927 -1.3203
C 15.4525 15.5366 12.5121 -3.3049 -0.3524 -0.6381
C 16.6881 15.4817 13.0621 1.6276 1.1770 1.4831
C 17.1551 16.6306 13.7679 -0.2369 0.0363 0.1011
C 16.3333 17.7772 13.8662 0.5274 -2.1736 -1.4645
C 15.1166 17.8644 13.1781 -0.8568 -0.8121 0.3384
C 14.5908 16.7166 12.5550 2.3841 -0.5062 -0.0238
P 13.0195 16.4763 11.6989 0.3110 0.1429 0.4012
C 11.8591 17.7615 12.2869 1.2901 1.4402 1.3314
C 12.0710 19.2436 11.8347 -1.0275 -1.6341 -2.4676
C 11.0666 19.5242 10.7129 -0.6761 0.6282 -1.5286
C 9.5372 19.5150 11.0946 1.7107 -0.8732 -0.5570
C 9.4455 18.5055 12.2194 -1.1666 -1.8548 0.1456
C 10.4428 17.2865 12.0654 -1.2327 1.1005 1.9570
C 13.4543 16.5182 9.9146 -0.2908 0.4461 -0.1998
C 14.0303 17.8881 9.5724 1.5505 -0.1201 -0.6195
C 14.7538 17.8024 8.2235 0.9834 -2.3983 0.1960
C 14.0472 16.8133 7.2780 0.6106 1.5208 -2.2116
C 12.5870 16.7422 7.5505 -0.9407 -0.1883 -1.1689
C 12.3604 16.1345 8.9069 -0.9441 -0.3933 0.3229
H 15.3756 12.9312 14.4204 0.3558 0.1959 -0.0838
H 15.6973 11.8473 12.9945 0.1023 0.2876 0.1255
H 14.1478 12.0030 13.7178 -0.7394 -0.5186 0.0341
H 16.3692 13.3346 9.9319 1.2050 0.3913 0.4248
H 16.2589 12.2455 7.8810 -0.2500 -0.4076 -0.3651
H 13.8828 11.5376 6.9923 0.0698 -0.6328 -1.2768
H 11.9471 11.7785 8.4604 1.1069 -0.0299 0.4976
H 10.5701 10.8680 11.8581 -0.3085 -0.5638 -0.6451
H 10.5707 12.2047 13.8360 -0.0936 -1.1942 0.2441
H 12.0907 11.6896 14.1702 2.0418 0.4018 1.2553
H 9.7119 9.9619 14.1719 -0.3340 -0.0606 0.7091
H 10.9932 10.3082 15.4599 -0.5935 -1.2980 -0.4601
H 10.8324 8.2792 13.0024 0.3327 0.7162 1.0664
H 11.5858 8.0657 14.5951 0.0808 -0.6325 0.4914
H 13.2957 8.2341 12.9407 0.2274 -0.0135 -0.3745
H 13.4021 9.5912 14.0185 -0.2167 0.0847 -0.7082
H 12.2530 9.4708 11.1237 0.5137 0.3632 0.5540
H 13.5695 10.5727 11.6592 -0.7455 -0.6686 0.4658
H 10.5605 14.1151 9.9777 -0.4859 -0.1855 0.0682
H 9.7977 14.2673 12.2928 -0.1733 0.5967 0.6940
H 9.1140 12.5821 12.3211 0.5142 1.9816 -1.2895
H 7.8996 15.1313 11.0321 0.3959 -0.6442 -0.1670
H 7.2492 13.9387 12.0254 -0.2908 -0.2892 0.5754
H 7.5493 13.8673 9.1190 -0.0851 0.1261 -0.2288
H 6.3648 13.1334 10.1369 -1.5323 -0.1981 0.0217
H 7.8091 11.3115 9.0486 -0.4769 0.5830 0.2190
H 7.9058 11.3932 10.7752 0.2293 -0.1258 0.0474
H 9.6855 12.4766 8.5830 0.1630 -0.0363 0.4604
H 10.0943 11.2134 9.6805 0.3822 -0.7978 0.2061
H 17.2847 14.5582 13.0919 -0.3137 0.4696 -0.0910
H 18.1312 16.5925 14.3087 -0.9891 0.0897 -0.5679
H 16.6835 18.5916 14.4137 0.4364 1.2538 0.8359
H 14.5182 18.7705 13.2986 0.1666 -0.2238 -0.2444
H 12.1027 17.7952 13.3932 -0.4013 -0.5818 -1.0119
H 13.0343 19.3971 11.3729 0.4302 0.1377 0.3839
H 11.8666 20.0062 12.5292 0.1203 0.4816 1.6756
H 11.1813 18.8145 9.8799 0.2347 0.0084 0.1976
H 11.3595 20.4968 10.3066 -0.2795 0.0034 -0.2144
H 8.8453 19.2920 10.2235 1.0639 0.0407 0.9534
H 9.2964 20.4842 11.4367 -0.5362 1.1037 0.4785
H 8.3884 18.1520 12.2659 0.7508 -0.1204 0.1308
H 9.6483 18.8769 13.2268 0.0448 0.5136 -0.2134
H 10.3144 16.7409 11.1662 -0.2284 -0.4395 -1.0948
H 10.2553 16.6142 12.9158 -0.3258 -0.1376 -0.3639
H 14.2930 15.8199 9.7781 -0.1740 -0.0767 0.3666
H 14.8139 18.1280 10.2949 -0.4118 0.4432 0.2307
H 13.3199 18.6827 9.4447 -0.5865 0.1685 0.5589
H 15.8292 17.4810 8.3475 -1.0314 0.3597 -0.0113
H 14.7590 18.7211 7.7220 0.1093 1.5995 -0.3855
H 14.4979 15.8437 7.2148 0.2896 -0.7379 0.3882
H 14.1649 17.2246 6.2389 0.0686 -0.4351 0.7442
H 12.0503 16.1209 6.7949 0.4927 0.2631 0.4333
H 12.1146 17.7265 7.4034 0.2502 -0.0544 0.4703
H 12.3166 15.0510 8.7473 0.1638 -0.0052 0.4102
H 11.3561 16.4442 9.1918 -0.0969 -0.0379 0.5680
F 10.2992 15.4614 17.0298 -0.4987 1.5485 -1.0348
C 10.5203 14.3539 17.6723 1.1727 -1.4930 0.5668
C 9.5325 13.8246 18.4511 -0.6520 -1.3421 0.8759
F 8.3194 14.3499 18.4241 -0.1984 0.6468 -0.1616
C 9.6923 12.6581 19.2654 1.5041 0.8620 -1.4535
C 11.0403 12.1497 19.1974 -1.0303 -0.5344 0.2344
C 12.0118 12.5859 18.3517 0.5757 1.7999 -0.8320
F 13.2551 12.0472 18.2785 -1.2122 -0.1575 0.3709
C 11.7876 13.7431 17.5489 -0.1334 -0.9406 0.6674
C 12.8110 14.2059 16.6478 1.2214 0.4554 0.3459
C 12.5203 14.9555 15.5547 -0.7155 0.6484 -0.8143
N 12.2387 15.5859 14.5947 0.3391 -0.0008 0.9138
C 14.2443 14.0555 16.8084 -0.8858 -0.5542 -0.0972
N 15.3812 13.8684 16.7826 0.0526 0.2524 0.0587
F 11.2928 11.0648 19.8904 0.3692 -0.8593 0.6670
C 8.6366 11.9925 19.9249 0.8675 -1.0535 0.3348
C 8.8690 10.8747 20.7916 -0.4567 -0.2348 1.0709
N 8.8351 10.0811 21.6397 0.2790 0.5553 -1.0137
C 7.2726 12.2749 19.7760 -1.3897 1.3379 -0.1289
N 6.1729 12.6438 19.7048 0.8929 -0.6593 -0.0119